[1]
{"formula": "C27H37KN2O2S3Si", "method": "ωB97M-V/def2-TZVPD", "symbols": ["K", "C", "C", "C", "C", "C", "C", "C", "C", "C", "C", "H", "H", "H", "H", "H", "H", "H", "H", "H", "H", "H", "H", "H", "H", "S", "C", "S", "S", "C", "C", "O", "N", "C", "C", "C", "C", "C", "C", "N", "H", "H", "H", "H", "H", "H", "H", "H", "H", "H", "O", "H", "H", "C", "Si", "C", "C", "C", "C", "C", "C", "C", "H", "H", "H", "H", "H", "H", "H", "H", "H", "H", "H"], "xyz": [[1.264, 0.666, 1.006], [-4.292, 1.745, 2.356], [-3.854, 3.175, 2.026], [-3.252, 3.836, 3.262], [-2.921, 3.180, 0.829], [-3.430, 2.920, -0.441], [-2.609, 2.898, -1.559], [-1.246, 3.164, -1.452], [-0.360, 3.180, -2.669], [-0.738, 3.435, -0.185], [-1.556, 3.421, 0.940], [-5.015, 1.741, 3.178], [-3.425, 1.155, 2.654], [-4.753, 1.265, 1.490], [-4.750, 3.739, 1.730], [-2.410, 3.246, 3.634], [-4.002, 3.894, 4.056], [-2.900, 4.847, 3.045], [-4.492, 2.720, -0.556], [-3.030, 2.669, -2.533], [-0.228, 4.199, -3.046], [-0.784, 2.574, -3.471], [0.624, 2.770, -2.437], [0.318, 3.648, -0.047], [-1.085, 3.579, 1.903], [1.822, 0.281, 4.763], [0.843, 1.331, 3.853], [1.439, 2.847, 3.262], [-0.757, 0.829, 3.389], [2.193, -3.863, 0.237], [1.553, -2.916, 1.220], [1.922, -1.763, 1.348], [0.544, -3.434, 1.972], [-0.257, -2.585, 2.831], [-1.576, -2.204, 2.205], [-2.743, -2.202, 2.962], [-3.937, -1.847, 2.364], [-3.934, -1.500, 1.022], [-2.725, -1.511, 0.348], [-1.572, -1.863, 0.916], [3.060, -3.382, -0.206], [1.484, -4.089, -0.562], [2.487, -4.795, 0.724], [0.161, -4.316, 1.678], [0.300, -1.668, 3.041], [-0.428, -3.070, 3.792], [-2.693, -2.448, 4.015], [-4.854, -1.821, 2.941], [-4.839, -1.201, 0.510], [-2.663, -1.219, -0.696], [-0.337, -1.446, -1.756], [-0.458, -1.558, -0.798], [0.358, -0.762, -1.832], [2.080, 0.418, -4.306], [2.541, 0.360, -2.423], [4.034, 1.588, -2.437], [3.494, -1.324, -2.432], [4.732, -1.508, -1.802], [5.389, -2.734, -1.799], [4.828, -3.832, -2.438], [3.595, -3.684, -3.064], [2.944, -2.458, -3.049], [2.948, 0.231, -4.951], [1.676, 1.405, -4.559], [1.305, -0.313, -4.550], [4.801, 1.291, -3.162], [4.509, 1.688, -1.457], [3.677, 2.586, -2.714], [5.199, -0.669, -1.298], [6.344, -2.831, -1.294], [5.337, -4.789, -2.440], [3.134, -4.534, -3.559], [1.969, -2.380, -3.521]], "lowdin_charge": [0.4308, -0.0811, -0.3858, -0.0891, -0.2060, -0.0564, -0.0634, -0.2814, -0.0616, -0.0457, -0.0449, 0.0734, 0.0301, 0.0571, 0.1246, 0.0460, 0.0691, 0.0780, 0.1029, 0.0982, 0.0747, 0.0720, 0.0366, 0.1093, 0.0557, 0.2632, -1.9569, 0.2265, 0.3313, 0.0133, -0.5220, -0.0633, 0.0658, -0.1361, -0.2927, -0.0425, -0.0859, -0.0902, -0.1199, 0.1205, 0.0633, 0.0883, 0.0783, 0.1332, 0.0520, 0.1210, 0.1098, 0.1015, 0.0944, 0.1036, -0.1270, -0.0262, -0.0738, -0.2904, 0.5676, -0.3037, -0.3187, -0.1207, -0.1267, -0.1455, -0.1320, -0.1310, 0.0079, -0.0090, -0.0032, 0.0085, -0.0027, -0.0035, 0.0877, 0.0875, 0.0810, 0.0875, 0.0866], "total_charge": -2, "e_above_lowest_ev": 0.000, "e_lumo_ev": 4.12, "gap_ev": 4.6, "mol_weight_g_mol": 584.990}


[2]
{"formula": "H12O6", "method": "ωB97M-V/def2-TZVPD", "symbols": ["O", "H", "H", "O", "H", "H", "O", "H", "H", "O", "H", "H", "O", "H", "H", "O", "H", "H"], "xyz": [[-40.435, -1.171, 15.531], [-41.266, -1.653, 15.931], [-40.613, -0.850, 14.551], [-42.651, -4.633, 14.470], [-42.368, -5.411, 14.870], [-42.454, -4.030, 15.185], [-42.518, -2.571, 16.283], [-43.150, -1.947, 16.231], [-42.429, -2.835, 17.207], [-43.641, -0.038, 13.779], [-43.424, 0.427, 14.650], [-44.475, -0.266, 13.939], [-45.286, -1.608, 17.182], [-45.295, -1.014, 17.915], [-45.423, -2.397, 17.690], [-41.862, -3.092, 18.940], [-42.261, -2.364, 19.610], [-42.223, -4.083, 19.235]], "nbo_charge": [-1.0201, 0.4889, 0.4729, -0.9440, 0.4464, 0.4813, -0.9452, 0.4883, 0.5067, -0.9140, 0.4603, 0.4542, -0.9283, 0.4633, 0.4672, -0.9733, 0.4975, 0.4980], "e_above_lowest_ev": 2.850, "e_lumo_ev": -0.45, "gap_ev": 9.5, "mol_weight_g_mol": 108.090}


[3]
{"formula": "C29H76N4O9", "method": "ωB97M-V/def2-TZVPD", "symbols": ["C", "C", "C", "O", "H", "H", "H", "H", "H", "H", "H", "H", "C", "C", "C", "O", "H", "H", "H", "H", "H", "H", "H", "H", "C", "C", "C", "O", "H", "H", "H", "H", "H", "H", "H", "H", "C", "O", "C", "C", "N", "C", "C", "O", "C", "H", "H", "H", "H", "H", "H", "H", "H", "H", "H", "H", "H", "H", "H", "H", "C", "O", "C", "C", "N", "C", "C", "O", "C", "H", "H", "H", "H", "H", "H", "H", "H", "H", "H", "H", "H", "H", "H", "H", "C", "C", "C", "O", "C", "N", "H", "H", "H", "H", "H", "H", "H", "H", "H", "H", "H", "C", "C", "C", "O", "C", "N", "H", "H", "H", "H", "H", "H", "H", "H", "H", "H", "H"], "xyz": [[-1.685, 12.687, -3.060], [-2.001, 13.368, -1.688], [-2.516, 14.788, -1.873], [-2.975, 12.623, -0.940], [-0.876, 13.019, -3.711], [-2.644, 12.624, -3.574], [-1.395, 11.694, -2.716], [-1.116, 13.292, -1.055], [-2.854, 15.350, -1.002], [-3.391, 14.825, -2.522], [-1.796, 15.513, -2.254], [-3.054, 11.897, -1.564], [3.129, 23.333, 1.621], [1.834, 24.014, 2.096], [0.713, 22.954, 2.525], [2.097, 24.893, 3.222], [3.894, 23.993, 1.212], [2.970, 22.392, 1.094], [3.565, 22.982, 2.557], [1.737, 24.553, 1.153], [0.764, 22.214, 1.725], [-0.220, 23.508, 2.418], [0.856, 22.466, 3.489], [1.200, 25.162, 3.433], [10.801, 17.221, 0.892], [11.311, 17.751, -0.439], [12.057, 16.783, -1.377], [10.292, 18.296, -1.179], [11.617, 16.562, 1.188], [9.803, 16.791, 0.809], [10.964, 17.866, 1.756], [12.061, 18.533, -0.320], [11.381, 16.001, -1.723], [12.813, 16.259, -0.791], [12.613, 17.011, -2.287], [9.717, 17.589, -1.480], [14.531, 20.038, -10.169], [13.204, 19.573, -9.977], [12.258, 20.399, -9.341], [11.360, 19.428, -8.497], [10.707, 18.318, -9.220], [10.169, 17.286, -8.314], [9.258, 16.324, -9.072], [8.377, 15.732, -8.184], [7.429, 15.055, -8.852], [14.973, 20.321, -9.214], [14.513, 20.895, -10.843], [15.132, 19.322, -10.729], [11.757, 20.838, -10.204], [12.696, 21.191, -8.734], [10.596, 20.041, -8.019], [12.024, 19.036, -7.726], [11.461, 17.981, -9.802], [9.756, 17.804, -7.449], [10.962, 16.814, -7.734], [9.876, 15.601, -9.603], [8.678, 16.995, -9.707], [6.684, 15.748, -9.245], [6.830, 14.513, -8.121], [7.789, 14.392, -9.639], [-4.583, 24.852, -9.338], [-4.559, 23.414, -9.397], [-5.397, 22.983, -10.504], [-5.550, 21.471, -10.664], [-6.743, 21.074, -9.875], [-7.621, 20.117, -10.497], [-8.796, 19.864, -9.610], [-8.614, 19.620, -8.194], [-9.852, 19.577, -7.501], [-5.584, 25.168, -9.044], [-4.387, 25.268, -10.326], [-3.834, 25.375, -8.743], [-4.876, 23.262, -11.420], [-6.299, 23.593, -10.522], [-4.721, 21.036, -10.106], [-5.744, 21.212, -11.705], [-6.481, 20.603, -9.021], [-7.107, 19.189, -10.748], [-7.973, 20.564, -11.427], [-9.022, 18.899, -10.064], [-9.642, 20.502, -9.868], [-10.422, 18.669, -7.700], [-10.450, 20.440, -7.794], [-9.757, 19.798, -6.438], [3.484, 17.336, -1.191], [3.766, 17.016, -2.658], [3.872, 18.353, -3.393], [2.529, 18.844, -3.309], [2.011, 19.845, -4.266], [5.076, 16.241, -2.767], [2.524, 17.847, -1.129], [4.202, 17.951, -0.649], [3.291, 16.412, -0.646], [2.924, 16.384, -2.941], [4.110, 18.170, -4.440], [4.486, 19.033, -2.801], [0.979, 19.979, -3.940], [1.861, 19.619, -5.321], [2.535, 20.800, -4.240], [5.008, 15.404, -2.207], [5.115, 15.963, -3.737], [6.840, 17.092, 8.863], [5.895, 16.900, 7.618], [5.784, 15.382, 7.282], [6.722, 14.836, 6.409], [7.999, 14.630, 6.992], [4.613, 17.410, 7.964], [6.871, 16.337, 9.648], [6.692, 18.040, 9.380], [7.894, 17.074, 8.584], [6.390, 17.381, 6.774], [4.902, 15.183, 6.673], [5.683, 14.619, 8.054], [7.859, 13.817, 7.705], [8.417, 15.526, 7.452], [8.590, 14.223, 6.173], [4.652, 18.419, 7.960], [4.076, 17.167, 7.143]], "lowdin_charge": [-0.0487, -0.4768, -0.0706, -0.0503, 0.0817, 0.0810, 0.0719, 0.1269, 0.0723, 0.0778, 0.0734, 0.0612, -0.0803, -0.4536, -0.0341, -0.0608, 0.0786, 0.0749, 0.0729, 0.1205, 0.0635, 0.0666, 0.0797, 0.0721, -0.0393, -0.5257, -0.0644, -0.0464, 0.0693, 0.0873, 0.0754, 0.1349, 0.0738, 0.0669, 0.0766, 0.0907, -0.0976, -0.2285, -0.2013, -0.1991, -0.0640, -0.2028, -0.2315, -0.1676, -0.1731, 0.0868, 0.0805, 0.0859, 0.1197, 0.1173, 0.1120, 0.1104, 0.0961, 0.1175, 0.1118, 0.1300, 0.1235, 0.0891, 0.0913, 0.0936, -0.1167, -0.1904, -0.2258, -0.1567, -0.0759, -0.2521, -0.2203, -0.1769, -0.1166, 0.0833, 0.0756, 0.0828, 0.1044, 0.1157, 0.1244, 0.1180, 0.1044, 0.1154, 0.1243, 0.1121, 0.1203, 0.0873, 0.0776, 0.0858, -0.0832, -0.4097, -0.1839, -0.2260, -0.0706, 0.0313, 0.0719, 0.0816, 0.0714, 0.1309, 0.1230, 0.1283, 0.0788, 0.0732, 0.0775, 0.0548, 0.0518, -0.0690, -0.4160, -0.2192, -0.2028, -0.0907, 0.0300, 0.0750, 0.0657, 0.0486, 0.1370, 0.1198, 0.1270, 0.0882, 0.0684, 0.0909, 0.0778, 0.0692], "e_above_lowest_ev": 3.832, "e_lumo_ev": 0.57, "gap_ev": 9.2, "mol_weight_g_mol": 624.946}


[4]
{"formula": "C6H11F2N3O4RbS2", "method": "ωB97M-V/def2-TZVPD", "symbols": ["Rb", "C", "C", "N", "C", "C", "N", "C", "C", "H", "H", "H", "H", "H", "H", "H", "H", "H", "H", "H", "N", "S", "O", "O", "F", "S", "O", "O", "F"], "xyz": [[-0.450, -3.317, 0.298], [0.938, 0.036, -0.884], [0.614, 1.410, -0.291], [-0.895, 1.564, -0.216], [-1.620, 2.038, 0.883], [-2.948, 2.130, 0.506], [-3.027, 1.866, -0.864], [-1.768, 1.534, -1.249], [-4.300, 2.048, -1.643], [2.019, -0.062, -0.986], [0.411, -0.228, -1.802], [0.590, -0.659, -0.120], [0.978, 2.223, -0.918], [1.082, 1.457, 0.692], [-1.144, 2.199, 1.839], [-3.909, 2.298, 0.970], [-1.469, 1.258, -2.249], [-4.517, 3.116, -1.626], [-5.088, 1.453, -1.180], [-4.073, 1.794, -2.678], [2.210, -3.029, 1.166], [3.134, -2.426, 2.437], [3.167, -0.952, 2.441], [4.249, -3.167, 3.045], [1.984, -2.664, 3.553], [3.365, -2.957, 0.187], [4.116, -4.182, -0.028], [4.009, -1.738, -0.247], [2.342, -3.044, -1.038]], "mulliken_spin": [0.8342, -0.0390, 0.0465, -0.0935, 0.0713, 0.0341, -0.3586, 0.4265, 0.1092, -0.0487, 0.0479, -0.0161, -0.0286, 0.0295, -0.0232, 0.0087, 0.0359, -0.0197, -0.0186, 0.0197, 0.0007, -0.0232, 0.0012, 0.0076, 0.0008, 0.0060, -0.0015, 0.0015, -0.0107], "spin_multiplicity": 2, "e_lumo_ev": [-0.71, -0.35], "gap_ev": [2.7, 9.4], "mol_weight_g_mol": 376.769}


Short version: strongest force on any atom = 0.231 6.397 3.859 9.675 eV Å⁻¹, in the order given.